136
Properties=species:S:1:pos:R:3:forces:R:3:mulliken_charge:R:1 method="wB97M-V/def2-TZVPD" spin_multiplicity=1 max_force_ev_per_a=10.08 homo_lumo_gap_ev=6.495 smiles="C#CC[C@@]1(C(F)(F)C(F)F)C[N@+](NCCC)([C@@H](C)F)[C@@](/C(Cl)=C(/C)Cl)([C@H](C)F)[C@@H](P(=O)(O)O)[C@@]1(N)C(=O)[O-].COP(=O)(OC)OC.COP(=O)(OC)OC.COP(=O)(OC)OC.COP(=O)(OC)OC" lumo_ha=-0.017
C -1.6012 -1.4157 -3.1466 9.1237 3.9009 1.7973 -1.09
C -0.3725 -0.7945 -2.7600 -8.4211 -3.4333 -3.0848 -0.37
C 0.9655 0.0481 -2.3322 -1.1146 -1.9106 0.0131 -0.20
C 0.7260 1.6109 -1.7658 2.1234 -0.7749 0.7878 2.14
C -0.0674 2.3167 -2.9820 -1.3246 2.3796 -3.2084 0.14
F -0.0834 3.8309 -2.9656 0.8657 -3.9543 0.3230 -0.40
F 0.4223 1.9462 -4.3693 -0.5830 1.0396 4.3773 -0.32
C -1.6788 2.0191 -3.1798 -2.9059 -0.2971 -1.2748 0.24
F -2.0148 1.3961 -4.5141 1.1940 1.9955 4.1825 -0.29
F -2.5201 3.2746 -3.1504 2.6726 -3.3680 0.0109 -0.35
C 0.1120 1.5100 -0.2901 -1.5042 -5.0817 -2.7245 -2.31
N 0.0880 2.6258 0.7281 0.5249 0.6706 -1.4807 2.04
N -0.3717 2.0903 1.8717 -0.8036 -1.4206 4.8446 -0.87
C -1.1093 0.8902 2.1350 -3.0799 -3.0613 0.3119 -1.03
C -0.3660 -0.5297 2.4512 -0.7950 -1.4164 0.4732 -0.07
C -0.1552 -0.8292 4.0829 0.6533 -0.3391 -0.8612 -1.09
C -0.9641 3.5414 0.2008 -6.4117 3.3252 -3.2845 1.03
C -2.4160 3.6303 1.0355 -0.2487 -0.1140 -0.2811 -1.08
F -0.6874 4.9287 -0.1807 0.8505 -2.8095 1.2098 -0.35
C 1.4897 3.2338 1.0723 2.3357 0.6380 0.3566 1.53
C 1.4049 4.5255 2.0869 2.8877 2.8124 2.8438 -0.65
Cl -0.1434 5.4400 2.7235 1.3408 -1.8186 -1.3938 -0.13
C 2.5090 5.1815 2.8463 -1.8812 -0.7692 -1.1806 -0.17
C 2.3288 6.4728 3.8985 0.5537 -0.2884 -0.4184 -1.07
Cl 4.2343 4.6313 2.8122 -2.3158 0.6255 -0.0779 -0.09
C 2.2439 2.0431 1.9568 2.3775 -2.0904 1.3886 0.73
C 2.1436 2.0507 3.5852 0.0875 -0.7619 1.4897 -0.94
F 3.7447 1.9870 1.7586 -3.5595 0.7993 -0.2724 -0.37
C 2.1880 3.5223 -0.3932 -1.1456 -0.2215 -2.0903 -0.11
P 3.7409 4.6102 -0.5242 4.4806 6.4686 -0.2365 0.99
O 3.5724 6.0992 0.0839 -0.3294 -5.9423 -0.9484 -0.73
O 5.2445 3.8336 -0.0960 -2.9518 1.7694 -1.1591 -0.47
O 4.1063 5.1809 -2.1788 -3.2039 -1.7666 1.9862 -0.55
C 2.2518 2.2180 -1.4418 1.0570 -0.0113 -3.1896 -0.69
N 2.7691 2.6587 -2.8253 -0.7038 0.3356 2.2209 -0.04
C 3.4133 1.1222 -1.1156 8.5714 -4.1586 1.3411 0.12
O 3.4095 0.0604 -0.3062 -3.0602 4.4049 -2.6833 -0.63
O 4.8018 1.2908 -1.6849 -7.8968 0.5006 1.8745 -0.75
H -2.3482 -2.0784 -3.7903 2.0055 1.7995 1.9138 0.34
H 1.3961 -0.6852 -1.5281 -0.2931 1.9872 -1.2057 0.53
H 1.6946 0.0222 -3.2612 -1.6580 0.2794 1.9659 0.59
H -2.1484 1.3115 -2.3784 0.9707 1.3373 -1.6707 0.23
H -0.9927 1.1151 -0.5291 2.0899 1.2577 1.3685 0.56
H 0.6248 0.5008 0.1010 -0.6948 2.7952 -0.3345 -0.09
H -0.4332 2.6801 2.7093 0.5720 0.4247 -1.3273 0.63
H -1.7654 1.0724 3.1247 1.5824 -0.0025 -2.2028 0.44
H -1.9675 0.6421 1.3374 1.9518 0.7345 1.4879 0.17
H -1.1209 -1.3868 2.1006 1.6652 1.9836 0.4814 0.45
H 0.6299 -0.7370 1.8861 -1.7426 0.6463 0.9298 0.14
H -0.3085 0.1629 4.6795 0.4245 -1.9917 -0.8919 0.29
H -0.8745 -1.6832 4.4692 1.3487 1.9933 -0.8447 0.28
H 0.9447 -1.2552 4.1818 -2.2901 1.0842 0.1818 0.28
H -1.4633 3.1578 -0.8201 2.0460 0.5549 2.1056 -0.44
H -3.0029 4.5232 0.5240 1.4828 -1.8217 1.1371 0.40
H -3.0878 2.6669 0.8516 1.7292 1.8850 0.3051 0.24
H -2.3206 3.7847 2.1740 -0.1156 -0.0812 -2.0303 0.21
H 1.7919 6.0333 4.8389 0.7559 1.0707 -1.7954 0.25
H 1.7757 7.3866 3.3961 0.8141 -2.2335 1.0263 0.29
H 3.3752 6.9129 4.2485 -2.0973 -1.4419 -1.0037 0.36
H 1.9653 0.9493 1.6600 0.3177 2.4012 -0.1581 -0.03
H 2.0016 0.9287 3.9766 0.2771 2.4054 -1.2010 0.08
H 1.2610 2.6398 4.0647 1.5593 -0.8527 -1.0845 0.15
H 3.1425 2.3983 4.1385 -2.2089 -0.5032 -1.7279 0.36
H 1.4637 4.2308 -1.0303 1.2969 -1.1115 1.7396 0.42
H 6.0258 4.3378 -0.4635 -1.4745 -0.5020 0.2310 0.34
H 3.1896 5.5215 -2.4765 2.2400 -0.3565 0.5287 0.36
H 2.3905 3.5427 -3.1540 -0.1603 -0.6514 -0.2426 0.20
H 2.8057 1.8792 -3.4939 0.0900 0.8763 0.6014 0.31
C 2.6559 -6.4796 -0.7968 0.6438 0.2946 0.8084 -0.63
O 2.0576 -6.9862 -1.9702 -1.1831 0.3321 -0.8835 -0.32
P 0.8425 -6.1558 -2.6270 -0.4188 0.3544 0.3396 1.06
O 0.1948 -5.1405 -1.7354 1.0170 -1.2882 -1.1894 -0.62
O -0.1414 -7.3188 -3.1451 1.0064 1.1664 -0.3865 -0.39
C -0.6697 -8.1860 -2.1633 -0.2356 -0.6068 0.6361 -0.72
O 1.4859 -5.5993 -3.9903 -0.6502 -1.0983 0.9753 -0.32
C 1.3175 -4.2303 -4.2965 -0.1652 0.9651 -0.2826 -0.63
H 2.3030 -7.0604 0.0565 0.0220 0.0865 0.0320 0.24
H 3.7401 -6.5928 -0.8804 -0.1663 -0.0530 -0.0678 0.24
H 2.4297 -5.4219 -0.6362 -0.0595 -0.1773 -0.0243 0.33
H -0.9412 -7.6356 -1.2574 -0.0057 -0.0589 -0.0686 0.33
H 0.0709 -8.9531 -1.9181 -0.1092 0.0629 0.0406 0.30
H -1.5627 -8.6721 -2.5628 0.1721 0.1657 -0.0589 0.28
H 2.0696 -3.6447 -3.7626 -0.1428 0.0634 -0.0356 0.28
H 0.3148 -3.8826 -4.0323 0.2027 0.0190 0.0619 0.25
H 1.4588 -4.0920 -5.3711 0.0557 -0.2131 0.1477 0.32
C -2.1500 -14.9231 0.6651 -0.5662 -0.8749 -0.1927 -0.67
O -1.3313 -13.8927 1.1746 0.1499 1.4894 -0.1856 -0.36
P -1.6482 -12.3761 0.7306 -0.2297 0.1482 -0.6593 1.16
O -2.5213 -12.2235 -0.4776 1.0697 -0.2777 1.7651 -0.70
O -0.1791 -11.7368 0.5820 -1.3533 -0.0287 0.8297 -0.31
C 0.6706 -12.3188 -0.3845 0.5390 -0.4891 -0.5547 -0.71
O -2.1904 -11.7120 2.0897 1.0713 -0.5434 -0.9846 -0.32
C -3.3860 -10.9611 2.0338 -0.8026 0.5837 -0.0149 -0.64
H -1.6071 -15.4454 -0.1240 -0.1063 -0.0065 -0.0107 0.25
H -2.3689 -15.6269 1.4725 0.1238 0.1325 -0.0509 0.24
H -3.0966 -14.5462 0.2681 0.1963 0.0084 -0.0188 0.34
H 0.1163 -12.5740 -1.2929 0.0669 0.0422 0.0504 0.35
H 1.1300 -13.2211 0.0302 -0.0372 0.0736 -0.0992 0.30
H 1.4585 -11.6065 -0.6393 -0.2079 -0.0017 0.1395 0.24
H -4.2418 -11.6385 2.0836 0.0004 0.1482 -0.0803 0.27
H -3.4371 -10.3593 1.1219 -0.0702 -0.1656 0.0987 0.32
H -3.4171 -10.2879 2.8938 0.1674 -0.2013 -0.0514 0.24
C -2.9282 5.0377 10.2141 -0.9868 -0.1961 0.3878 -0.67
O -1.6539 5.5434 9.8795 0.9923 -0.1553 -1.1915 -0.36
P -1.0435 5.1780 8.4333 -0.0518 -0.5751 -0.1681 1.09
O -1.6918 4.0255 7.7285 0.7166 1.6432 0.8840 -0.68
O 0.5211 4.9766 8.7504 -1.1479 0.9052 -0.7424 -0.30
C 0.8568 3.9433 9.6530 0.1621 -0.6126 0.6944 -0.69
O -1.0730 6.5898 7.6662 0.5298 -1.0770 0.9465 -0.31
C -1.6140 6.6281 6.3615 -0.3145 0.0743 -0.9046 -0.51
H -2.8044 4.2004 10.9023 -0.0898 -0.0027 -0.0563 0.26
H -3.4975 5.8269 10.7124 0.1788 -0.0558 -0.0422 0.24
H -3.4899 4.7075 9.3359 0.1616 -0.0258 0.1059 0.34
H 0.2386 3.0565 9.4833 0.0800 0.0507 0.0086 0.34
H 0.7176 4.2964 10.6792 0.0082 -0.0923 -0.0927 0.27
H 1.9063 3.6753 9.5111 -0.1775 0.1558 -0.1117 0.25
H -2.7027 6.6967 6.4228 0.0787 -0.0677 -0.1253 0.31
H -1.3261 5.7451 5.7839 -0.1312 0.0782 0.0845 0.20
H -1.2319 7.5148 5.8500 0.0213 -0.0614 0.2467 0.23
C -1.0614 2.6638 -7.0116 0.6901 -0.6246 0.5756 -0.57
O -2.0532 3.3878 -7.7071 -0.1271 1.3235 -0.9970 -0.32
P -1.5886 4.6229 -8.6323 0.6068 0.3206 0.3064 1.03
O -0.2077 5.1436 -8.3729 -1.8601 -0.8691 -0.4365 -0.68
O -2.7646 5.6973 -8.4047 0.6436 -0.9690 -0.9758 -0.36
C -2.9460 6.1684 -7.0855 -0.1315 0.1559 0.8481 -0.62
O -1.8796 4.0852 -10.1184 -0.3671 0.5855 1.3419 -0.33
C -0.8620 4.2245 -11.0887 0.6646 0.1440 -0.7079 -0.67
H -1.0810 2.9604 -5.9620 0.0886 -0.0449 -0.2570 0.04
H -1.2914 1.5975 -7.0845 -0.0837 0.1800 0.0308 0.33
H -0.0603 2.8306 -7.4187 -0.1437 0.0970 0.0517 0.40
H -1.9839 6.3326 -6.5908 -0.0866 0.0174 -0.0312 0.32
H -3.5316 5.4405 -6.5160 0.0897 0.0845 0.0012 0.25
H -3.4927 7.1135 -7.1183 0.1066 -0.1560 -0.1737 0.25
H -0.1490 3.4031 -10.9862 0.0400 0.1527 -0.0538 0.27
H -0.3454 5.1835 -10.9905 0.0099 -0.2053 0.0309 0.33
H -1.3159 4.1771 -12.0815 -0.1085 -0.0524 0.2332 0.24